Entry 1:
Below is a molecular structure, C12H24Cl2GaN2S at a distorted geometry, with properties calculated with the ωB97M-V functional and the def2-TZVPD basis.

Last column: Mulliken charge in e.
Cartesian coordinates (Å):
Ga 0.0342 -0.0269 -0.0816  0.272
Cl 0.3698 -2.1247 -0.7432  -0.469
Cl 1.1920 1.9498 0.2685  -0.510
C 2.7190 -0.4213 -1.9107  -0.945
H 3.1439 0.1485 -1.0983  0.335
H 3.2179 -1.3178 -2.2404  0.236
C -1.6530 0.5153 -0.7327  -0.339
C 1.5603 -0.0119 -2.5110  -0.416
H -2.5460 0.5305 -0.1149  0.171
C 0.8879 -0.7338 -3.6357  -0.435
H 1.0684 0.8975 -2.1586  0.572
C -0.3827 -0.0126 -4.1218  -1.007
H 1.5926 -0.8531 -4.4766  0.414
H 0.6102 -1.7408 -3.2885  0.227
C -1.5760 -0.1853 -3.1592  -0.350
H -0.1644 1.0476 -4.2647  0.394
H -0.6603 -0.4246 -5.0995  0.374
C -1.7129 0.9511 -2.0853  -0.792
H -2.5039 -0.1883 -3.7514  0.531
H -1.5088 -1.1434 -2.6495  0.135
H -0.9740 1.7443 -2.3120  0.361
H -2.7100 1.4118 -2.2242  0.254
C 2.5169 -0.1684 3.4395  -0.819
N 1.2623 -0.0854 4.2650  0.090
C 1.5084 -0.1025 5.7162  -1.100
C 0.0028 -0.0001 3.6954  0.263
S -0.0088 -0.0116 2.0914  -0.438
N -1.2516 0.0824 4.2791  0.042
C -1.6113 0.1061 5.7080  -1.008
C -2.5135 0.1673 3.4449  -1.075
H 3.4338 -0.2328 4.0451  0.338
H 2.5955 0.7276 2.8128  0.290
H 2.4729 -1.0645 2.8083  0.279
H 1.1609 0.8421 6.1530  0.337
H 1.0378 -0.9930 6.1519  0.336
H 2.5788 -0.1744 5.9784  0.354
H -2.1327 1.0361 5.9643  0.343
H -2.2505 -0.7475 5.9633  0.342
H -0.7464 0.0487 6.3973  0.309
H -2.4722 1.0655 2.8156  0.351
H -2.5913 -0.7276 2.8149  0.346
H -3.4259 0.2275 4.0571  0.410

Output
Energy above the lowest of the compared OMol25 structures with the same formula, charge and spin, kJ/mol: 430.4
Charge: -1
Total energy, Eh: -3824.39371
HOMO energy, eV: -0.7

Entry 2:
Below is a molecular structure, C12H24Cl2N3O2P2Pb at a distorted geometry, with properties calculated with the ωB97M-V functional and the def2-TZVPD basis.

Last column: Mulliken charge in e.
Cartesian coordinates (Å):
C 0.4471 -2.9093 -1.0402  -1.198
C -0.5671 -1.9417 -0.4378  0.586
H -0.0910 -3.7376 -1.5092  0.434
H 1.0791 -3.2926 -0.2324  0.320
H 1.1241 -2.4179 -1.7397  0.254
O -1.6960 -2.3438 -0.2013  -0.305
Cl 2.3388 -0.5732 -0.0730  -0.266
Pb 0.0000 0.0000 0.0000  2.412
P 0.1058 0.7575 -2.2464  0.717
C -1.5161 1.3348 -2.8516  -1.339
C 1.2093 2.1875 -2.4614  -1.313
H 1.6486 -0.7993 -3.2932  0.383
H 0.6364 0.0197 -4.5088  0.498
H -0.0387 -1.3040 -3.5175  0.385
C 0.6397 -0.4463 -3.5181  -1.296
H 2.0987 2.0551 -1.8425  0.387
H 1.4868 2.2924 -3.5154  0.466
H -1.4438 1.6516 -3.8967  0.456
H -1.8273 2.1729 -2.2221  0.419
H 0.6720 3.0731 -2.1129  0.432
H -2.2512 0.5296 -2.7673  0.412
C -1.7836 0.4846 0.1415  -0.564
O -2.8926 0.7845 0.2530  -0.041
Cl 0.6208 2.4224 0.5140  -0.299
C 1.1430 -0.9154 5.3315  -0.768
N 1.2243 0.2983 4.5041  0.383
C 0.0326 1.1542 4.7473  -0.878
N -1.2409 0.4218 4.5214  0.095
C -1.2760 -0.7993 5.3415  -0.745
N -0.1062 -1.6484 5.0667  0.319
C -0.1377 -2.1557 3.6902  -1.118
P -0.0765 -0.8311 2.4200  0.820
C 1.4128 -0.0209 3.0727  -0.999
C -1.4662 0.1369 3.0911  -1.173
H 1.1850 -0.6342 6.4080  0.329
H 2.0250 -1.5695 5.1520  0.366
H 0.0733 2.0688 4.1147  0.377
H 0.0551 1.5153 5.7999  0.316
H -2.2188 -1.3639 5.1621  0.361
H -1.2864 -0.5216 6.4189  0.306
H 0.7229 -2.8402 3.5280  0.487
H -1.0590 -2.7572 3.5335  0.469
H 1.5762 0.9330 2.5392  0.504
H 2.3114 -0.6518 2.9096  0.505
H -2.4310 -0.3888 2.9232  0.387
H -1.5117 1.1183 2.5791  0.717

Output
Energy above the lowest of the compared OMol25 structures with the same formula, charge and spin, kJ/mol: 498.6
Charge: +3
Total energy, Eh: -2580.97525
HOMO energy (spin up / spin down), eV: -19.3 / -19.0

Entry 3:
Below is a molecular structure, C12H24ClIMgO10 at a distorted geometry, with properties calculated with the ωB97M-V functional and the def2-TZVPD basis.

Last column: Mulliken charge in e.
Cartesian coordinates (Å):
Mg 36.3283 30.4953 21.6151  1.182
I 37.8515 28.2762 22.3473  -0.677
Cl 35.0871 32.4162 20.8650  -0.634
C 40.5839 31.0036 21.3996  -0.420
O 40.2254 32.1910 22.0865  -0.398
C 38.9369 32.4296 22.1939  0.733
O 38.0639 31.7253 21.7323  -0.496
O 38.7601 33.5465 22.8656  -0.437
C 37.3951 33.9927 23.0556  -0.391
H 39.9963 30.1463 21.7365  0.029
H 41.6293 30.8031 21.6185  0.275
H 40.4683 31.1135 20.3195  0.251
H 37.4755 35.0326 23.3457  0.314
H 36.9449 33.4248 23.8718  0.093
H 36.7972 33.8273 22.1610  0.200
C 38.7191 28.6811 18.6730  -0.256
O 37.7864 29.2863 17.7753  -0.400
C 36.7326 29.8406 18.3433  0.782
O 36.5914 30.0624 19.5227  -0.540
O 35.8405 30.1291 17.4142  -0.397
C 34.7372 30.9393 17.8355  -0.134
H 38.2411 27.9130 19.2757  0.264
H 39.1310 29.4225 19.3568  -0.046
H 39.5096 28.2732 18.0530  0.234
H 34.4220 30.6969 18.8465  -0.241
H 33.8989 30.7109 17.1742  0.253
H 34.9849 31.9937 17.7636  0.280
C 37.4555 30.4039 25.6046  -0.306
O 36.1077 30.8610 25.7904  -0.416
C 35.4182 31.1114 24.6964  0.826
O 35.7995 30.9126 23.5636  0.114
O 34.2504 31.6263 25.0277  -0.395
C 33.3522 31.8896 23.9411  -0.217
H 37.5402 29.6415 24.8291  -0.027
H 37.7638 29.9406 26.5384  0.270
H 38.1138 31.2349 25.3507  0.230
H 33.4118 31.1199 23.1775  -0.125
H 33.5901 32.8445 23.4817  0.283
H 32.3558 31.8992 24.3766  0.269
C 32.4682 29.5848 20.6325  -1.312
C 33.5622 28.8008 21.3255  0.926
O 34.6392 29.2943 21.5908  -0.312
C 33.2548 27.3901 21.7383  -1.427
H 31.5344 29.3695 21.1461  0.424
H 32.4164 29.2934 19.5836  0.397
H 32.7308 30.6431 20.6866  0.292
H 32.3684 27.3410 22.3777  0.394
H 34.0739 26.9356 22.2896  0.319
H 33.0138 26.7990 20.8496  0.369

Output
Energy above the lowest of the compared OMol25 structures with the same formula, charge and spin, kJ/mol: 0.0
Total energy, Eh: -2182.26243
HOMO energy, eV: -7.9

Entry 4:
Below is a molecular structure, C12H24ClNiO9 at a distorted geometry, with properties calculated with the ωB97M-V functional and the def2-TZVPD basis.

Last column: Mulliken spin population.
Cartesian coordinates (Å):
Ni 1.1548 4.0199 -2.4062  1.751
Cl -0.1937 2.0992 -2.2732  0.222
C 0.9775 -2.0431 -2.6361  0.001
C -0.3555 -1.5123 -2.0986  0.002
O -0.9988 -2.4301 -1.2409  0.001
C -1.9599 -3.2380 -1.6815  -0.001
O -2.2903 -3.3431 -2.8351  0.000
O -2.4827 -3.8716 -0.6525  0.000
C -3.5992 -4.7399 -0.9168  0.000
H 0.7538 -2.8515 -3.3291  0.000
H 1.5159 -2.5085 -1.8020  0.000
H 1.7186 -1.3215 -2.9747  0.000
H -1.0062 -1.3203 -2.9545  -0.002
H -0.2489 -0.5611 -1.5784  -0.004
H -3.3231 -5.4778 -1.6638  0.000
H -4.4549 -4.1338 -1.2098  0.000
H -3.8778 -5.2038 0.0249  0.000
C -0.3185 -2.3422 3.3628  0.000
C -0.9365 -1.6947 2.1405  0.000
O -2.3491 -1.5852 2.3397  0.000
C -3.1782 -1.0914 1.4268  0.000
O -4.3696 -1.1142 1.5995  0.000
O -2.5538 -0.4146 0.4724  0.000
C -3.2762 0.2755 -0.5185  0.000
H -0.9096 -2.0554 4.2312  0.000
H 0.6936 -1.9645 3.4975  0.000
H -0.3263 -3.4201 3.2095  0.000
H -0.7370 -2.2278 1.2124  0.000
H -0.5196 -0.6829 2.1016  0.000
H -2.6223 0.9928 -1.0094  -0.002
H -4.1413 0.8135 -0.1275  0.000
H -3.6806 -0.4230 -1.2541  0.000
C 4.0834 5.9863 1.7299  0.000
C 4.0012 5.1823 0.4519  0.001
O 3.7281 3.8450 0.8457  0.004
C 3.0078 3.0314 0.1346  0.006
O 2.4879 3.3373 -0.9447  0.020
O 2.8148 1.9233 0.7833  0.001
C 1.9684 0.9074 0.2706  -0.001
H 3.1152 5.9948 2.2274  0.000
H 4.4385 7.0035 1.5675  0.000
H 4.8215 5.5529 2.4054  0.000
H 4.9235 5.2171 -0.1311  0.000
H 3.2019 5.5600 -0.1914  -0.001
H 1.8171 0.1507 1.0348  0.001
H 2.4562 0.3663 -0.5448  0.000
H 1.0299 1.3134 -0.0951  0.000

Output
Energy above the lowest of the compared OMol25 structures with the same formula, charge and spin, kJ/mol: 233.0
Charge: +1
2S+1: 3
Total energy, Eh: -3116.99224
HOMO energy (spin up / spin down), eV: -12.4 / -12.4

Entry 5:
Below is a molecular structure, C12H24F7O12PPd at a distorted geometry, with properties calculated with the ωB97M-V functional and the def2-TZVPD basis.

Last column: Mulliken spin population.
Cartesian coordinates (Å):
Pd 24.8314 23.9005 11.1577  1.652
P 24.6226 25.4310 8.2173  -0.005
F 24.0697 25.5960 9.8204  0.027
F 26.0100 26.1767 8.6603  -0.001
F 25.3822 24.1007 8.7541  0.007
F 25.2275 25.0241 6.7642  0.000
F 23.3435 24.5083 7.8980  -0.001
F 23.7262 26.8086 7.8016  0.001
F 25.7066 25.5192 12.2752  0.152
C 20.9713 22.5875 9.6235  -0.002
O 21.6393 21.3330 9.9950  0.003
C 23.0051 21.3552 10.3806  0.013
O 23.6895 22.3292 10.2162  0.036
O 23.4209 20.1898 10.9563  0.001
C 22.5182 19.1523 11.2517  0.000
H 20.1678 22.3687 8.9202  0.000
H 21.6781 23.2284 9.0963  0.000
H 20.5935 23.0916 10.5130  0.000
H 21.8784 18.8623 10.4183  0.000
H 21.9440 19.2901 12.1679  0.000
H 23.1128 18.2787 11.5187  0.000
C 29.8200 21.1766 11.4432  0.001
O 28.5495 21.6173 11.7510  0.002
C 28.0489 22.7949 11.1677  0.010
O 26.8375 23.0015 11.0452  0.022
O 28.9160 23.5840 10.5725  0.000
C 28.5622 24.8272 10.1484  -0.004
H 29.9911 20.1388 11.7292  0.000
H 30.5313 21.8274 11.9518  0.000
H 30.0404 21.3649 10.3924  0.000
H 29.4173 25.3054 9.6707  0.000
H 28.4388 25.5134 10.9863  0.000
H 27.8058 24.7643 9.3661  0.002
C 19.5111 24.7702 13.3448  0.001
O 20.7019 24.2721 12.7867  0.000
C 21.8553 24.9352 12.4995  0.009
O 22.8091 24.4585 11.9030  0.024
O 21.6806 26.2381 12.7673  -0.001
C 22.6460 27.1982 12.2876  0.000
H 19.3649 25.8501 13.3681  0.000
H 19.3524 24.4577 14.3769  0.000
H 18.6817 24.3541 12.7729  0.000
H 22.1445 27.8754 11.5962  0.000
H 23.4692 26.7745 11.7123  -0.001
H 23.0085 27.7092 13.1795  0.000
C 26.1650 23.3484 15.3424  0.000
O 24.8204 22.8068 15.2787  0.003
C 24.2233 22.4930 14.1303  0.014
O 24.6995 22.6928 13.0119  0.034
O 23.0749 21.8570 14.3332  0.002
C 22.5154 21.6191 15.5825  0.000
H 26.3892 23.8289 14.3901  -0.001
H 26.9557 22.6637 15.6490  0.000
H 26.1928 24.1738 16.0538  0.000
H 23.1713 21.2276 16.3601  0.000
H 21.7620 20.8317 15.6038  0.000
H 22.0370 22.4580 16.0878  0.000

Output
Energy above the lowest of the compared OMol25 structures with the same formula, charge and spin, kJ/mol: 247.0
2S+1: 3
Total energy, Eh: -2542.91616
HOMO energy (spin up / spin down), eV: -9.4 / -9.6